This record from the Open Molecules 2025 dataset describes a molecular structure, C24H23CsN8OS3. The level of theory is wB97M-V/def2-TZVPD.

Summary:
Energy relative to the best compared isomer or geometry (same formula, charge and spin) (kJ/mol): 0.0
Energy (eV): -72283.433
HOMO energy (eV): -7.3
Molecular weight (g mol⁻¹): 668.61
Total charge: 0

```
60
C24H23CsN8OS3 (wB97M-V/def2-TZVPD)
Cs 2.63662 0.29477 -1.53867
S 0.91017 -2.06960 0.90491
C -0.46300 -1.22109 0.52152
N -1.64589 -1.75166 0.22153
C -2.67589 -0.90823 -0.38686
C -2.00531 0.02272 -1.36734
N -1.02117 0.82868 -0.64255
C -0.88232 2.22543 -1.06068
C -2.13826 3.01039 -0.78295
C -2.65269 3.07277 0.51030
C -3.81881 3.77561 0.76471
C -4.48214 4.42729 -0.26873
C -3.97256 4.37168 -1.55624
C -2.80629 3.66082 -1.81167
C -0.37161 0.30205 0.39388
S 0.57330 1.14352 1.47304
C -1.96834 -3.16224 0.39885
C -3.11535 -3.33668 1.36196
C -4.27494 -3.99396 0.97837
C -5.32449 -4.14888 1.87583
C -5.21819 -3.63892 3.15946
C -4.05942 -2.97579 3.54795
C -3.01306 -2.82663 2.65415
H -3.22218 -0.34435 0.37400
H -3.38081 -1.55932 -0.90152
H -2.73993 0.70344 -1.79622
H -1.52288 -0.53053 -2.17815
H -0.64778 2.22981 -2.12780
H -0.03369 2.63727 -0.51805
H -2.12698 2.57543 1.31820
H -4.20826 3.82071 1.77351
H -5.39215 4.97744 -0.06859
H -4.48363 4.87755 -2.36483
H -2.41129 3.61810 -2.82030
H -1.06787 -3.65518 0.76029
H -2.22219 -3.58607 -0.57595
H -4.35982 -4.39120 -0.02684
H -6.22541 -4.66452 1.57007
H -6.03661 -3.75710 3.85720
H -3.97249 -2.57944 4.55112
H -2.10587 -2.31263 2.95276
N 5.39872 -0.25224 2.87303
C 4.24467 -0.27357 2.19505
N 4.48017 -0.04603 0.92324
C 5.83099 0.10353 0.87560
N 6.43347 -0.02193 2.04003
C 6.58300 0.37104 -0.37519
C 7.97496 0.43597 -0.35044
N 8.68773 0.67467 -1.44280
C 8.00121 0.84487 -2.56989
C 6.61814 0.77672 -2.60027
N 5.90113 0.54175 -1.50606
H 5.56585 -0.38889 3.85462
H 3.27291 -0.44778 2.63229
H 8.51179 0.29092 0.57800
H 8.57109 1.04011 -3.46975
H 6.06745 0.91064 -3.52405
O 2.40626 -1.10968 -4.07904
S 1.85788 0.03771 -4.87782
N 1.54210 1.35073 -4.30622
```

Mulliken atomic charge list, values in e, 8 entries:
1. Cs 1.025
2. S -0.311
3. C 0.529
4. N 0.162
5. C -0.694
6. C -0.766
7. N 0.362
8. C -1.296